DFT (wB97M-V/def2-TZVPD) results for 2 unconnected molecules or ions with the total composition C4H12NO3 in a non-equilibrium geometry.

Properties
Max |F|: 2.8 eV/Å
Energy: -440.0754 Ha
Kohn-Sham gap: 7.480 eV
Charge: -1

Atoms and positions in Å:
O 1.00580 0.46392 1.22928
O -0.59595 -1.64116 -0.10844
O 0.29732 -0.74977 3.52777
N 0.28113 1.55893 -0.75594
C 0.12802 1.34694 0.70810
C -0.74798 1.03552 -1.63787
C -0.54199 -0.38642 -2.23473
C 0.14172 -1.42052 -1.33326
H 0.62686 -0.34446 2.66112
H -0.07282 -0.26655 -3.20222
H -0.18666 -2.36633 -1.79164
H -0.92436 1.08830 0.85782
H 1.04872 -0.47264 4.06545
H 1.19681 1.28967 -1.10222
H -1.56098 -0.78136 -2.31204
H -0.26362 -0.97332 0.51779
H 1.19474 -1.34823 -1.12465
H 0.27981 2.34622 1.17152
H -0.93469 1.80455 -2.39818
H -1.72338 1.10536 -1.14312

DFT (wB97M-V/def2-TZVPD) results for a molecular structure, C4H12NO3 in a non-equilibrium geometry.

Properties
Max |F|: 4.7 eV/Å
Energy: -440.0237 Ha
Kohn-Sham gap: 8.352 eV
Charge: -1

Atoms and positions in Å:
O 2.25391 0.91162 -1.63023
O 0.12233 0.69599 1.45499
O 1.96054 -0.56131 0.33967
N -0.00603 -1.27782 -0.88982
C -1.04767 0.07952 0.95527
C -0.73620 -0.12681 -0.55482
C -2.24201 1.09130 1.20130
C 1.30980 -1.53645 -0.33324
H -1.74217 -0.16989 -1.13607
H 0.02119 -1.04538 -1.84082
H 2.05124 -1.79879 -1.12469
H -1.35678 -0.92816 1.35747
H -1.95763 2.01390 0.66695
H 1.00103 -0.12673 1.18094
H 2.44327 1.77610 -1.48667
H 1.04562 -2.40734 0.44946
H 2.38450 0.40895 -0.59934
H 0.00692 0.74316 -0.88061
H -2.28969 1.42537 2.24621
H -3.22215 0.83279 0.62405

DFT (wB97M-V/def2-TZVPD) results for 2 unconnected molecules or ions with the total composition C4H12NO3 in a non-equilibrium geometry.

Properties
Max |F|: 2.5 eV/Å
Energy: -440.0724 Ha
Kohn-Sham gap: 7.429 eV
Charge: -1

Atoms and positions in Å:
O 0.57376 -1.67887 -2.33155
O -0.01775 1.46765 1.58590
O -2.12435 2.68508 1.55769
N -1.15044 -0.09276 -0.77568
C -0.12009 0.11129 1.50704
C 1.28010 -0.15546 -0.62528
C -0.05961 -0.50710 0.13542
C 1.71852 -1.30644 -1.58914
H -0.18612 -1.15260 -2.07411
H -0.25158 -1.66825 0.20683
H 1.24665 0.78550 -1.16853
H -2.03001 -0.01806 -0.19107
H 1.98596 -2.22727 -1.05254
H 0.72060 -0.31239 2.20965
H -1.10775 0.90191 -1.03197
H 2.04684 -0.06065 0.18942
H -1.13301 -0.17811 1.92199
H 2.51403 -1.07282 -2.37647
H -2.54479 2.41691 2.34051
H -1.36097 2.06242 1.56190

DFT (wB97M-V/def2-TZVPD) results for 2 unconnected molecules or ions with the total composition C4H12NO3 in a non-equilibrium geometry.

Properties
Max |F|: 2.5 eV/Å
Energy: -439.8582 Ha
Kohn-Sham gap: 11.064 eV
Charge: +1

Atoms and positions in Å:
O 0.92575 1.12684 -3.25107
O -0.67031 1.40551 -1.68917
O -0.91536 1.90850 2.77362
N 0.16831 0.07451 0.95465
C 0.02413 -2.28143 0.12502
C 0.39080 0.79023 -2.24339
C 0.92354 -0.33479 -1.36322
C -0.05822 -0.85133 -0.30848
H -0.24781 -2.85058 -0.76595
H -0.76830 -2.58496 0.79152
H -0.96861 2.15811 -2.23092
H 0.99981 -2.63299 0.45514
H -0.17866 -0.09286 1.90261
H 1.30449 -1.14556 -1.98239
H -0.83095 2.76188 3.22818
H -1.06254 -0.51624 -0.50064
H 1.12268 0.42449 1.14249
H -1.72587 1.51076 3.13510
H -0.22694 0.99483 0.72584
H 1.79406 0.13508 -0.89892

DFT (wB97M-V/def2-TZVPD) results for 2 unconnected molecules or ions with the total composition C4H12NO3 in a non-equilibrium geometry.

Properties
Max |F|: 3.3 eV/Å
Energy: -439.8325 Ha
Kohn-Sham gap: 11.956 eV
Charge: +1

Atoms and positions in Å:
O 2.22816 -1.46405 0.97262
O 1.73649 0.41835 -1.62659
O 0.88388 2.27998 -0.69380
N -0.36215 -1.14252 -1.31483
C 0.78508 1.03172 -1.24770
C -1.97189 0.35358 1.24459
C -0.50381 0.26256 0.80054
C -0.48296 0.33305 -0.73190
H -2.63587 -0.02101 0.46619
H -1.16794 -1.73039 -1.12779
H -2.18704 -0.06980 2.22225
H 0.13055 -0.61144 0.99362
H 1.79206 2.54926 -0.88190
H 0.51871 -1.39400 -0.85014
H 0.17105 1.04161 1.15791
H -0.21020 -0.97190 -2.30994
H 2.61993 -0.71430 1.40650
H -1.41799 0.81434 -1.04782
H 2.47411 -2.32848 1.35028
H -2.40019 1.36343 1.21791

DFT (wB97M-V/def2-TZVPD) results for 2 unconnected molecules or ions with the total composition C4H12NO5P in a non-equilibrium geometry.

Properties
Max |F|: 4.6 eV/Å
Energy: -931.8443 Ha
Kohn-Sham gap: 9.027 eV
SMILES: OCN(CO)P(O)CO.C=O

Atoms and positions in Å:
P -0.24276 1.53158 -0.67838
O -1.54826 -1.01537 1.27237
O -2.76652 1.22359 0.19423
O 0.87248 2.22508 0.21123
O -1.99012 -1.22350 -1.38404
O 3.26412 0.20896 -0.29715
N 0.05538 -0.18633 -0.37015
C 3.92792 -0.73321 -0.00483
C -1.62915 1.82535 0.55464
C -0.52008 -1.04671 -1.46900
C -0.17489 -0.86244 0.92169
H 1.81021 2.38092 -0.14598
H -1.94522 -1.85141 0.85367
H 4.00938 -1.15219 1.07721
H 4.39855 -1.37097 -0.79188
H 0.23655 -0.26719 1.79599
H -1.89616 2.96701 0.55729
H -2.05568 -0.19611 -1.40783
H -0.33701 -0.58871 -2.43973
H 0.52970 -1.75360 0.97840
H 0.02704 -1.97747 -1.34796
H -1.31278 1.58853 1.50859
H -2.71274 0.27418 0.41161

DFT (wB97M-V/def2-TZVPD) results for 4 unconnected molecules or ions with the total composition C4H12NO5S in a non-equilibrium geometry.

Properties
Max |F|: 3.9 eV/Å
Energy: -988.7867 Ha
Kohn-Sham gap: 7.094 eV
Charge: -1

Atoms and positions in Å:
S 0.65059 1.18388 -1.97182
O -2.04645 -0.10959 -2.06334
O 1.31716 -2.34395 -1.54314
O -2.90540 -1.53861 0.79272
O -0.20815 2.74559 1.97973
O 0.05052 -1.72108 1.23161
N 1.45525 0.02286 0.94400
C 0.00235 1.58497 1.94813
C 1.16080 -1.31612 1.03478
C 0.35570 1.02915 0.64091
C 0.89685 2.05692 -0.34518
H 1.90820 2.45396 -0.07272
H 1.90971 -2.03212 0.65307
H -2.05460 -1.95260 0.67044
H 0.11468 2.92196 -0.34567
H 0.12266 1.01430 2.79789
H 2.44567 0.21621 0.76863
H -1.08063 -0.22956 -1.87834
H -0.44182 0.38044 0.22412
H 0.37458 -2.63070 -1.35140
H -3.15437 -1.08013 -0.00842
H -2.20990 0.67668 -2.50867
H 1.33661 -1.33246 -1.59735

DFT (wB97M-V/def2-TZVPD) results for 2 unconnected molecules or ions with the total composition C4H12NOS in a non-equilibrium geometry.

Properties
Max |F|: 5.2 eV/Å
Energy: -687.7262 Ha
Kohn-Sham gap: 5.693 eV
Charge: -1

Atoms and positions in Å:
S -1.83270 3.05134 -1.10045
O 2.66869 -2.79481 0.73228
N 0.60779 -0.66945 0.69210
C -0.66194 -0.67546 0.02562
C -1.43409 0.64238 0.08120
C -1.35182 1.34631 -1.29697
C 1.39021 0.57690 0.33200
H -1.08822 1.38189 0.91413
H 1.57200 0.55265 -0.85040
H -2.53288 0.38620 0.30787
H 2.11972 0.83673 1.00467
H 0.68429 1.41107 0.37001
H 2.26874 -2.26446 1.45494
H 1.78834 -2.52589 0.11817
H -0.51105 1.26118 -1.87878
H -0.59581 -1.07617 -1.03196
H 0.54607 -0.94934 1.64883
H -2.19672 0.91803 -2.06016
H -1.44062 -1.40910 0.53688

The records above give, respectively, LUMO level values of 4.0, 4.2, 3.9, -3.3, -3.3, 0.4, 3.4, 3.4 eV.